# C7H8OS

The molecule C7H8OS in a non-equilibrium geometry (wB97M-V/def2-TZVPD, OMol25).

Results
Energy above the lowest of the compared OMol25 structures with the same formula, charge and spin = 450.0 kJ/mol
E = -744.7405 Eh
Spin multiplicity = 1

Each atom is followed by the atoms it is bonded to, with distances in Å.
CARTESIAN COORDINATES (ANGSTROEM)
1 H -2.5325 1.8784 0.9292  C12 1.132
2 H 1.5019 1.6311 -1.1246  C15 1.059
3 H 3.4837 -2.6696 0.9435  C9 1.025
4 H -2.7835 0.3870 1.9266  C12 1.146
5 S -1.7114 -1.5007 -0.5800  O6 1.465, C10 1.739
6 O -3.1401 -1.7001 -0.3237  S5 1.465
7 C -0.2707 0.9497 -0.1481  C10 1.430, H13 1.088, C15 1.432
8 H 1.7472 -2.2096 -0.9491  C17 1.104
9 C 2.9617 -1.8016 0.7892  H3 1.025, H14 1.073, C17 1.346
10 C -1.3563 0.0550 0.1113  S5 1.739, C7 1.430, C12 1.553
11 H -3.3024 0.2874 0.2763  C12 1.085
12 C -2.5205 0.7476 0.8712  H1 1.132, H4 1.146, C10 1.553, H11 1.085
13 H -0.6596 1.9463 0.0477  C7 1.088
14 H 3.0597 -1.0391 1.5371  C9 1.073
15 C 1.0146 0.7674 -0.7535  H2 1.059, C7 1.432, C16 1.291
16 C 1.7072 -0.2597 -0.3908  C15 1.291, C17 1.300
17 C 2.1435 -1.4730 -0.2279  H8 1.104, C9 1.346, C16 1.300

Mulliken population analysis, charges in e, atoms 1 to 6: H 0.32; H 0.34; H 0.36; H 0.25; S 0.34; O -0.52